(1)
24
Properties=species:S:1:pos:R:3:forces:R:3:mulliken_charge:R:1 method="wB97M-V/def2-TZVPD" homo_energy_ev=-8.8 lumo_energy_ev=1.0 smiles=CCNCCNC.O orbital_gap_ev=9.8 spin_multiplicity=1 relative_energy_kj_mol=146.9
C 0.040263 -1.706174 -2.734882 0.0822 -1.6317 0.3579 -1.00
C -0.993201 -1.427429 -1.654201 -0.2747 0.8395 0.1413 -0.55
N -0.325784 -0.625351 -0.610827 -0.1041 0.1886 0.3453 -0.22
C -1.177178 0.175228 0.315020 0.1513 -0.6135 -1.4728 -0.71
C -0.291843 1.081059 1.128220 0.7268 0.5552 3.2171 -0.48
N 0.060714 0.396553 2.433189 -0.3360 -0.3883 -1.4120 -0.37
C 0.903750 1.224791 3.279357 -0.0916 0.3461 0.0370 -0.88
H -0.252468 -2.238537 -3.643575 -0.7440 0.6337 -0.0682 0.37
H 0.619752 -0.828948 -2.931781 0.2780 0.3665 -0.3415 0.19
H 0.697406 -2.481994 -2.336533 0.5220 0.2916 0.3303 0.28
H -1.847660 -0.827608 -2.026160 0.4459 -0.1746 0.0890 0.32
H -1.424204 -2.340535 -1.243703 -0.0538 -0.2341 -0.0602 0.31
H 0.402923 -1.144025 -0.133885 -0.1851 -0.2295 0.0163 0.23
H -1.791995 0.697025 -0.447047 -0.1874 0.1178 1.0669 0.38
H -1.773173 -0.460055 1.005436 -0.0122 0.4843 -0.4310 0.37
H -0.728554 1.964141 1.653495 -0.3355 -0.0353 -1.7487 0.34
H 0.670210 1.345025 0.660502 -0.6350 0.2535 -0.4048 0.28
H 0.370736 -0.523464 2.136700 0.7546 0.0369 0.9363 0.21
H 0.382164 2.189191 3.383596 -0.1034 -0.3001 0.2264 0.28
H 1.904315 1.550880 2.947516 -0.0303 -0.5917 -0.4282 0.31
H 1.010014 0.787880 4.270811 -0.0493 -0.0582 -0.0147 0.33
O 1.543634 1.185516 -1.699669 -0.2041 0.2330 -0.3652 -0.74
H 1.126395 1.326833 -2.567131 0.2671 -0.0201 0.5457 0.30
H 0.873773 0.679987 -1.184443 0.1186 -0.0697 -0.5623 0.42

---

(2)
6
Properties=species:S:1:pos:R:3:forces:R:3:mulliken_charge:R:1 method="wB97M-V/def2-TZVPD" homo_energy_ev=-11.6 lumo_energy_ev=0.7 smiles=O.O orbital_gap_ev=12.3 spin_multiplicity=1 relative_energy_kj_mol=26.2
O 0.894608 0.439302 1.661026 -0.2171 -1.2456 1.4592 -0.64
H 0.541437 -0.112766 0.963527 -0.0231 0.0453 -0.6634 0.31
H 0.827984 -0.199387 2.422264 0.2629 1.1946 -0.8606 0.33
O -0.792410 -0.401886 -1.723224 -0.8938 -0.4875 1.5543 -0.66
H -0.817326 0.525639 -1.981959 -0.1730 -0.0409 0.2684 0.33
H -1.369677 -0.512818 -0.906253 1.0442 0.5340 -1.7580 0.32

---

Copy entry 1 word for word.
24
Properties=species:S:1:pos:R:3:forces:R:3:mulliken_charge:R:1 method="wB97M-V/def2-TZVPD" homo_energy_ev=-8.8 lumo_energy_ev=1.0 smiles=CCNCCNC.O orbital_gap_ev=9.8 spin_multiplicity=1 relative_energy_kj_mol=146.9
C 0.040263 -1.706174 -2.734882 0.0822 -1.6317 0.3579 -1.00
C -0.993201 -1.427429 -1.654201 -0.2747 0.8395 0.1413 -0.55
N -0.325784 -0.625351 -0.610827 -0.1041 0.1886 0.3453 -0.22
C -1.177178 0.175228 0.315020 0.1513 -0.6135 -1.4728 -0.71
C -0.291843 1.081059 1.128220 0.7268 0.5552 3.2171 -0.48
N 0.060714 0.396553 2.433189 -0.3360 -0.3883 -1.4120 -0.37
C 0.903750 1.224791 3.279357 -0.0916 0.3461 0.0370 -0.88
H -0.252468 -2.238537 -3.643575 -0.7440 0.6337 -0.0682 0.37
H 0.619752 -0.828948 -2.931781 0.2780 0.3665 -0.3415 0.19
H 0.697406 -2.481994 -2.336533 0.5220 0.2916 0.3303 0.28
H -1.847660 -0.827608 -2.026160 0.4459 -0.1746 0.0890 0.32
H -1.424204 -2.340535 -1.243703 -0.0538 -0.2341 -0.0602 0.31
H 0.402923 -1.144025 -0.133885 -0.1851 -0.2295 0.0163 0.23
H -1.791995 0.697025 -0.447047 -0.1874 0.1178 1.0669 0.38
H -1.773173 -0.460055 1.005436 -0.0122 0.4843 -0.4310 0.37
H -0.728554 1.964141 1.653495 -0.3355 -0.0353 -1.7487 0.34
H 0.670210 1.345025 0.660502 -0.6350 0.2535 -0.4048 0.28
H 0.370736 -0.523464 2.136700 0.7546 0.0369 0.9363 0.21
H 0.382164 2.189191 3.383596 -0.1034 -0.3001 0.2264 0.28
H 1.904315 1.550880 2.947516 -0.0303 -0.5917 -0.4282 0.31
H 1.010014 0.787880 4.270811 -0.0493 -0.0582 -0.0147 0.33
O 1.543634 1.185516 -1.699669 -0.2041 0.2330 -0.3652 -0.74
H 1.126395 1.326833 -2.567131 0.2671 -0.0201 0.5457 0.30
H 0.873773 0.679987 -1.184443 0.1186 -0.0697 -0.5623 0.42